Entry 1:
Entry from OMol25: a molecular structure, C44H38BBr2N12O7Ti (ωB97M-V/def2-TZVPD).

For the gap between HOMO and LUMO (spin up / spin down), the calculation gives 0.20077 / 0.20074 hartree. As for the total charge: -1. The calculation puts the HOMO energy (spin up / spin down) at -0.1402 / -0.1402 hartree. The LUMO energy (spin up / spin down) is 0.0605 / 0.0605 Eh. The spin multiplicity is 1.

Last column: Löwdin charge in e.
Geometry (Å):
Ti1 0.64 1.15 0.34  1.146
Br1 4.87 0.78 6.23  0.748
C1 3.93 1.08 4.61  -0.675
C2 4.40 0.56 3.43  -0.078
C3 3.67 0.81 2.28  -0.065
N1 2.55 1.52 2.27  0.126
C4 2.10 2.02 3.42  -0.209
C5 2.77 1.82 4.63  -0.063
C6 0.86 2.84 3.34  -0.204
C7 0.20 3.27 4.48  -0.058
C8 -0.89 4.11 4.32  -0.672
Br2 -1.82 4.71 5.84  0.747
C9 -1.28 4.50 3.06  -0.084
C10 -0.58 3.98 1.98  -0.104
N2 0.45 3.15 2.10  0.109
H1 5.31 -0.03 3.38  0.108
H2 4.00 0.41 1.33  0.110
H3 2.41 2.25 5.55  0.098
H4 0.51 2.96 5.47  0.097
H5 -2.12 5.16 2.90  0.110
H6 -0.87 4.24 0.98  0.092
C11 -3.90 -3.13 -3.26  -0.046
C12 -2.91 -3.91 -2.43  -0.220
C13 -2.91 -5.30 -2.42  -0.059
C14 -2.01 -6.02 -1.66  -0.098
C15 -1.06 -5.34 -0.90  -0.079
C16 -1.03 -3.95 -0.89  -0.023
C17 -1.97 -3.24 -1.64  -0.202
N3 -1.98 -1.82 -1.67  0.140
C18 -1.37 -1.04 -0.68  -0.319
N4 -1.92 -1.34 0.55  0.179
C19 -1.46 -1.55 1.86  -0.137
C20 -0.46 -0.76 2.45  -0.318
C21 -0.04 -1.02 3.75  -0.004
C22 -0.64 -2.02 4.49  -0.091
C23 -1.68 -2.75 3.94  -0.073
C24 -2.11 -2.52 2.63  -0.200
C25 -3.31 -3.27 2.10  -0.035
N5 -0.60 -0.05 -1.00  0.082
C26 -0.26 0.11 -2.40  -0.212
C27 -0.87 1.19 -3.04  -0.028
C28 -0.55 1.52 -4.35  -0.068
C29 0.39 0.76 -5.04  -0.089
C30 0.95 -0.34 -4.42  -0.048
C31 0.63 -0.71 -3.11  -0.192
C32 1.21 -1.99 -2.58  -0.026
H7 -4.65 -3.78 -3.68  0.073
H8 -3.41 -2.61 -4.09  0.084
H9 -4.39 -2.36 -2.66  0.080
H10 -3.65 -5.82 -3.03  0.104
H11 -2.03 -7.10 -1.67  0.095
H12 -0.33 -5.88 -0.32  0.106
H13 -0.27 -3.42 -0.33  0.108
H14 -1.95 -1.41 -2.60  0.136
H15 -2.80 -1.80 0.39  0.114
H16 0.75 -0.41 4.16  0.107
H17 -0.32 -2.22 5.50  0.096
H18 -2.19 -3.51 4.52  0.098
H19 -3.70 -3.94 2.86  0.076
H20 -3.07 -3.86 1.22  0.071
H21 -4.12 -2.58 1.83  0.078
H22 -1.60 1.77 -2.51  0.058
H23 -1.02 2.37 -4.82  0.104
H24 0.67 1.01 -6.05  0.097
H25 1.66 -0.96 -4.96  0.112
H26 2.25 -2.09 -2.89  0.084
H27 0.66 -2.84 -3.01  0.090
H28 1.17 -2.08 -1.50  0.046
B1 -2.86 3.10 -1.04  -0.450
N6 -1.36 3.60 -1.18  -0.093
C33 -1.17 4.80 -1.76  -0.116
C34 0.18 5.06 -1.84  -0.048
C35 0.77 3.95 -1.26  -0.143
N7 -0.15 3.06 -0.87  -0.020
N8 -3.05 1.98 -0.02  -0.091
C36 -4.19 1.27 0.13  -0.110
C37 -4.21 0.75 1.41  -0.084
C38 -3.00 1.19 1.97  -0.166
N9 -2.31 1.92 1.10  0.066
H29 -3.26 2.73 -2.13  0.068
H30 -3.47 4.09 -0.68  0.070
H31 -2.03 5.37 -2.07  0.113
H32 0.66 5.93 -2.25  0.088
H33 1.82 3.72 -1.12  0.084
H34 -4.91 1.23 -0.67  0.113
H35 -4.96 0.13 1.86  0.081
H36 -2.57 0.96 2.93  0.110
O1 6.87 -2.11 -2.29  0.051
N10 5.86 -2.35 -1.64  -0.359
O2 5.61 -3.44 -1.16  0.060
C39 4.89 -1.26 -1.44  -0.151
C40 3.74 -1.53 -0.70  0.052
C41 2.85 -0.49 -0.53  -0.258
C42 3.10 0.80 -1.06  -0.268
O3 2.15 1.64 -0.79  -0.157
C43 4.27 1.00 -1.78  -0.060
C44 5.18 -0.04 -2.00  0.058
N11 4.60 2.30 -2.36  -0.338
O4 5.39 2.33 -3.29  0.059
O5 4.11 3.30 -1.86  0.083
N12 1.68 -0.51 0.20  -0.230
O6 1.30 -1.69 0.65  -0.181
O7 -0.04 0.31 1.80  -0.210
H37 3.53 -2.51 -0.29  0.125
H38 6.08 0.13 -2.57  0.121

---

Entry 2:
Entry from OMol25: 8 unconnected molecules or ions with the total composition C44H38BrN7O18S (ωB97M-V/def2-TZVPD).

For the gap between HOMO and LUMO, the calculation gives 0.31960 hartree. The calculation puts the HOMO energy at -0.3603 hartree. The LUMO energy is -0.0407 Eh. The spin multiplicity is 1.

Last column: Löwdin charge in e.
Geometry (Å):
O1 0.16 -0.18 -0.02  -0.068
C1 -0.58 0.57 -0.85  -0.543
Br1 0.07 2.45 -1.30  0.699
C2 -2.01 0.13 -1.54  -0.211
O2 -2.86 -0.69 -0.66  -0.378
S1 -4.50 -0.24 -0.82  1.022
O3 -4.77 -0.24 -2.37  -0.449
O4 -4.75 1.39 -0.26  -0.323
H1 -1.81 -0.38 -2.59  0.151
H2 -2.62 1.13 -1.75  0.108
H3 -4.58 1.95 -1.09  0.096
C3 -4.55 -6.43 -1.76  -0.075
C4 -5.90 -6.68 -2.03  -0.065
C5 -6.87 -5.76 -1.62  0.003
C6 -6.48 -4.59 -0.95  -0.136
C7 -5.13 -4.35 -0.67  0.005
C8 -4.17 -5.27 -1.08  -0.062
N1 -7.50 -3.61 -0.55  -0.320
O5 -8.68 -3.88 -0.79  0.066
O6 -7.11 -2.58 0.02  0.045
H4 -3.80 -7.15 -2.08  0.099
H5 -6.19 -7.58 -2.56  0.109
H6 -7.92 -5.96 -1.84  0.120
H7 -4.81 -3.45 -0.15  0.108
H8 -3.12 -5.09 -0.87  0.106
C9 2.90 6.09 3.10  -0.069
C10 3.00 7.27 2.36  -0.060
C11 2.73 7.27 0.99  -0.003
C12 2.34 6.07 0.37  -0.142
C13 2.25 4.88 1.10  0.011
C14 2.53 4.89 2.47  -0.061
N2 2.02 6.07 -1.06  -0.316
O7 2.14 7.13 -1.68  0.066
O8 1.66 5.00 -1.57  -0.052
H9 3.12 6.09 4.16  0.096
H10 3.30 8.19 2.85  0.108
H11 2.81 8.20 0.43  0.117
H12 1.96 3.94 0.63  0.087
H13 2.46 3.98 3.05  0.089
C15 3.65 -1.78 -4.21  -0.061
C16 3.42 -0.40 -4.13  -0.064
C17 2.16 0.12 -4.41  -0.005
C18 1.12 -0.76 -4.77  -0.145
C19 1.35 -2.14 -4.86  0.009
C20 2.62 -2.64 -4.58  -0.059
N3 -0.22 -0.22 -5.03  -0.333
O9 -0.38 1.01 -4.96  0.044
O10 -1.12 -1.03 -5.31  0.057
H14 4.64 -2.17 -3.99  0.109
H15 4.23 0.27 -3.85  0.105
H16 1.99 1.19 -4.34  0.112
H17 0.55 -2.82 -5.14  0.111
H18 2.80 -3.71 -4.64  0.073
C21 0.81 -7.94 0.02  -0.068
C22 2.08 -7.57 -0.41  -0.062
C23 2.24 -6.88 -1.62  0.005
C24 1.11 -6.58 -2.39  -0.136
C25 -0.17 -6.96 -1.96  -0.003
C26 -0.31 -7.65 -0.76  -0.067
N4 1.27 -5.84 -3.64  -0.300
O11 2.42 -5.53 -3.99  0.037
O12 0.24 -5.56 -4.28  0.073
H19 0.69 -8.47 0.96  0.110
H20 2.95 -7.80 0.20  0.111
H21 3.24 -6.59 -1.93  0.120
H22 -1.05 -6.74 -2.55  0.110
H23 -1.30 -7.95 -0.42  0.106
C27 -6.85 0.64 3.53  -0.063
C28 -5.66 0.69 2.81  -0.063
C29 -4.51 0.09 3.32  0.007
C30 -4.56 -0.56 4.56  -0.143
C31 -5.76 -0.60 5.29  -0.003
C32 -6.90 0.00 4.77  -0.067
N5 -3.36 -1.21 5.09  -0.328
O13 -2.32 -1.13 4.42  0.058
O14 -3.45 -1.80 6.18  0.056
H24 -7.75 1.10 3.13  0.110
H25 -5.63 1.19 1.84  0.078
H26 -3.59 0.14 2.74  0.117
H27 -5.81 -1.10 6.26  0.118
H28 -7.83 -0.03 5.33  0.108
C33 1.93 1.57 8.79  -0.071
C34 1.53 0.97 7.59  -0.061
C35 1.29 1.76 6.46  0.006
C36 1.46 3.15 6.54  -0.137
C37 1.86 3.75 7.75  -0.001
C38 2.09 2.95 8.87  -0.067
N6 1.24 3.99 5.36  -0.300
O15 0.87 3.42 4.32  0.050
O16 1.43 5.20 5.46  0.054
H29 2.12 0.95 9.66  0.109
H30 1.41 -0.10 7.53  0.112
H31 0.98 1.29 5.54  0.122
H32 1.99 4.83 7.83  0.118
H33 2.40 3.41 9.81  0.109
C39 4.55 5.11 -5.05  -0.065
C40 5.74 5.16 -5.77  -0.067
C41 6.89 4.56 -5.26  -0.003
C42 6.84 3.91 -4.02  -0.146
C43 5.64 3.87 -3.29  0.000
C44 4.50 4.47 -3.81  -0.059
N7 8.04 3.26 -3.49  -0.328
O17 9.08 3.33 -4.15  0.059
O18 7.95 2.66 -2.40  0.057
H34 3.65 5.57 -5.45  0.112
H35 5.77 5.66 -6.73  0.108
H36 7.81 4.61 -5.83  0.118
H37 5.59 3.37 -2.32  0.119
H38 3.57 4.44 -3.25  0.091

---

Entry 3:
Entry from OMol25: a molecular structure, C44H38ClCoNO2PSSbSe (ωB97M-V/def2-TZVPD).

For the gap between HOMO and LUMO (spin up / spin down), the calculation gives 0.26326 / 0.26450 hartree. The calculation puts the HOMO energy (spin up / spin down) at -0.2629 / -0.2676 hartree. As for the expectation value of S²: 3.762. The LUMO energy (spin up / spin down) is 0.0004 / -0.0031 Eh. The spin multiplicity is 4.

Last column: Löwdin charge in e.
Geometry (Å):
Co1 -0.27 -0.67 -1.45  0.161
N1 -2.72 1.20 -1.62  0.058
C1 -3.74 0.25 -1.38  -0.326
C2 -4.95 0.30 -2.11  -0.046
C3 -6.00 -0.57 -1.96  -0.085
C4 -5.84 -1.61 -1.03  -0.080
C5 -4.60 -1.74 -0.32  -0.058
C6 -3.59 -0.76 -0.44  -0.297
P1 -1.94 -0.99 0.37  1.085
C7 -1.90 -2.71 1.03  -0.335
C8 -1.98 -3.02 2.40  -0.064
C9 -1.87 -4.36 2.81  -0.087
C10 -1.67 -5.38 1.90  -0.067
C11 -1.53 -5.03 0.54  -0.058
C12 -1.70 -3.75 0.12  -0.101
C13 -1.93 0.01 1.91  -0.339
C14 -3.04 0.22 2.68  -0.102
C15 -2.90 0.71 3.98  -0.085
C16 -1.70 1.17 4.43  -0.087
C17 -0.54 1.01 3.66  -0.077
C18 -0.66 0.41 2.44  -0.092
H1 -2.97 1.88 -2.30  0.076
H2 -2.31 1.64 -0.83  0.016
H3 -5.00 1.14 -2.75  0.093
H4 -6.99 -0.41 -2.43  0.118
H5 -6.67 -2.25 -0.91  0.080
H6 -4.44 -2.60 0.32  0.099
H7 -2.03 -2.27 3.19  0.105
H8 -1.93 -4.58 3.88  0.106
H9 -1.52 -6.36 2.33  0.101
H10 -1.36 -5.82 -0.17  0.095
H11 -1.70 -3.57 -0.93  0.059
H12 -4.04 -0.05 2.37  0.111
H13 -3.80 0.74 4.60  0.108
H14 -1.67 1.55 5.43  0.095
H15 0.46 1.44 3.90  0.114
H16 0.22 0.21 1.90  0.043
Cl1 3.44 -3.89 1.44  0.510
C19 2.46 -3.43 -0.03  -0.460
C20 1.63 -2.19 0.04  -0.742
O1 1.15 -1.78 1.08  -0.008
O2 1.46 -1.64 -1.11  -0.174
H17 1.78 -4.26 -0.17  0.073
H18 3.20 -3.43 -0.81  0.067
Se1 -1.03 -1.69 -3.46  0.658
C21 -1.32 -3.55 -3.22  -0.673
C22 -0.32 -4.54 -3.16  -0.123
C23 -0.63 -5.87 -3.25  -0.106
C24 -1.94 -6.28 -3.32  -0.122
C25 -2.92 -5.35 -3.23  -0.110
C26 -2.66 -3.98 -3.18  -0.156
H19 0.67 -4.23 -3.29  0.084
H20 0.13 -6.61 -3.42  0.102
H21 -2.18 -7.34 -3.37  0.106
H22 -3.96 -5.62 -3.36  0.104
H23 -3.44 -3.19 -3.19  0.097
S1 0.27 1.78 -1.48  0.123
Sb1 2.04 2.77 -0.40  1.315
C27 3.17 3.96 -1.85  -0.332
C28 3.97 5.00 -1.40  -0.132
C29 4.81 5.64 -2.30  -0.082
C30 4.94 5.18 -3.59  -0.094
C31 4.21 4.10 -4.02  -0.078
C32 3.23 3.54 -3.18  -0.110
C33 1.18 4.10 0.97  -0.363
C34 0.21 5.04 0.45  -0.100
C35 -0.52 5.77 1.35  -0.096
C36 -0.23 5.77 2.71  -0.090
C37 0.70 4.90 3.20  -0.078
C38 1.34 4.02 2.32  -0.139
C39 3.65 1.77 0.49  -0.327
C40 5.00 2.04 0.20  -0.089
C41 6.03 1.48 1.00  -0.070
C42 5.66 0.67 2.04  -0.096
C43 4.36 0.33 2.34  -0.067
C44 3.37 0.86 1.54  -0.121
H24 3.89 5.39 -0.40  0.102
H25 5.52 6.39 -1.97  0.102
H26 5.60 5.68 -4.28  0.105
H27 4.21 3.79 -5.08  0.120
H28 2.59 2.78 -3.58  0.085
H29 0.01 5.06 -0.59  0.085
H30 -1.31 6.44 1.03  0.111
H31 -0.87 6.42 3.37  0.128
H32 0.92 4.80 4.26  0.112
H33 2.07 3.27 2.65  0.096
H34 5.28 2.70 -0.64  0.095
H35 7.08 1.54 0.72  0.111
H36 6.44 0.25 2.71  0.119
H37 4.12 -0.40 3.08  0.111
H38 2.34 0.67 1.79  0.075

---

Respective electronic energy values: -8905.6767 -6408.5263 -7128.8812 hartree.
Respective max |F| values: 0.0190 0.1816 0.0535 hartree/bohr.